(A)
This record from OMol25 describes a 12-piece molecular cluster, C39H111N15O12 overall. The level of theory is ωB97M-V with the def2-TZVPD basis set.

```
177
Properties=species:S:1:pos:R:3
C 1.01 4.79 0.94
O 1.66 5.79 1.78
C 1.06 7.14 1.72
C 1.65 7.92 2.96
C 1.34 7.29 4.25
N 1.00 9.22 3.01
H 0.05 4.58 1.41
H 1.61 3.89 1.04
H 0.84 5.14 -0.08
H 1.25 7.72 0.82
H -0.03 7.12 1.75
H 2.72 8.14 2.97
H 0.29 6.97 4.27
H 1.50 7.90 5.14
H 1.99 6.42 4.31
H 0.05 9.04 3.28
H 1.47 9.80 3.69
C 2.70 -2.62 3.00
O 3.81 -3.15 2.28
C 4.52 -2.09 1.57
C 5.89 -2.63 1.03
C 5.83 -3.83 0.03
N 6.65 -3.16 2.15
H 2.09 -2.05 2.30
H 2.96 -1.96 3.83
H 2.18 -3.48 3.42
H 3.92 -1.67 0.76
H 4.84 -1.29 2.23
H 6.51 -1.89 0.53
H 5.28 -4.68 0.44
H 6.81 -4.20 -0.28
H 5.19 -3.54 -0.81
H 6.79 -2.50 2.90
H 5.90 -3.66 2.59
C -0.36 0.21 -3.94
O -0.58 1.55 -4.31
C 0.61 2.26 -4.13
C 0.63 3.66 -4.74
C 2.01 4.28 -4.75
N -0.26 4.54 -4.04
H 0.01 0.03 -2.93
H 0.35 -0.38 -4.51
H -1.31 -0.31 -4.05
H 0.90 2.26 -3.08
H 1.44 1.77 -4.62
H 0.30 3.69 -5.78
H 2.67 3.90 -5.54
H 2.54 4.20 -3.80
H 1.83 5.32 -5.03
H -1.17 4.14 -3.85
H -0.40 5.42 -4.52
C -5.01 -0.03 -0.17
O -4.52 0.81 -1.19
C -4.23 0.25 -2.49
C -4.19 1.55 -3.34
C -4.07 1.09 -4.82
N -3.02 2.46 -3.05
H -4.67 0.35 0.80
H -4.47 -0.98 -0.28
H -6.08 -0.21 -0.19
H -3.30 -0.31 -2.53
H -4.98 -0.42 -2.90
H -5.11 2.12 -3.22
H -4.57 0.13 -4.98
H -3.06 1.07 -5.23
H -4.58 1.82 -5.45
H -2.12 2.10 -3.32
H -2.95 2.47 -2.04
C 0.58 -4.87 0.31
O 1.55 -5.90 0.28
C 2.40 -5.88 -0.86
C 3.42 -7.07 -0.83
C 4.56 -6.90 -1.84
N 2.95 -8.40 -1.31
H -0.01 -4.92 1.22
H -0.11 -4.88 -0.54
H 0.89 -3.83 0.15
H 1.80 -5.95 -1.76
H 2.81 -4.87 -0.96
H 3.72 -7.20 0.21
H 5.13 -6.00 -1.62
H 4.17 -6.64 -2.82
H 5.25 -7.74 -1.95
H 2.10 -8.66 -0.82
H 2.71 -8.25 -2.28
C 0.59 -3.68 -3.47
O -0.59 -3.19 -4.12
C -0.39 -3.17 -5.55
C -1.79 -3.20 -6.25
C -1.64 -3.25 -7.79
N -2.57 -2.05 -5.89
H 1.55 -3.21 -3.67
H 0.66 -4.77 -3.51
H 0.47 -3.39 -2.42
H 0.04 -2.19 -5.78
H 0.27 -3.92 -5.98
H -2.42 -4.05 -5.97
H -2.64 -3.42 -8.20
H -0.92 -3.95 -8.22
H -1.26 -2.30 -8.16
H -2.33 -1.96 -4.91
H -3.56 -2.24 -5.84
C -4.90 -0.29 5.67
O -3.82 -0.96 5.18
C -4.00 -2.07 4.27
C -2.72 -2.52 3.50
C -2.14 -1.50 2.58
N -3.13 -3.63 2.61
H -4.56 0.26 6.55
H -5.83 -0.83 5.88
H -5.17 0.30 4.79
H -4.48 -2.93 4.75
H -4.70 -1.75 3.50
H -1.96 -2.75 4.25
H -1.13 -1.78 2.27
H -1.90 -0.60 3.15
H -2.85 -1.31 1.77
H -3.52 -4.35 3.22
H -2.33 -3.97 2.11
C -1.55 3.42 4.43
O -2.32 3.90 3.36
C -2.30 2.98 2.29
C -3.30 3.60 1.30
C -4.77 3.70 1.81
N -3.16 2.86 0.03
H -2.06 2.60 4.93
H -1.45 4.20 5.18
H -0.55 3.17 4.09
H -1.30 3.03 1.86
H -2.61 1.96 2.49
H -2.83 4.59 1.25
H -5.23 4.42 1.13
H -4.75 4.17 2.79
H -5.35 2.80 2.01
H -3.74 3.47 -0.53
H -3.66 2.00 0.22
C 0.86 0.73 2.97
O 1.25 1.34 4.21
C 2.59 1.41 4.47
C 2.83 2.13 5.83
C 2.33 1.55 7.16
N 2.47 3.53 5.87
H 0.91 -0.36 3.03
H 1.60 1.02 2.23
H -0.17 0.90 2.66
H 3.06 0.43 4.58
H 3.14 1.95 3.71
H 3.92 2.09 5.84
H 2.70 2.14 8.00
H 2.72 0.54 7.22
H 1.24 1.50 7.24
H 2.88 4.08 5.12
H 1.54 3.35 5.54
N 4.79 0.23 -2.96
C 3.75 0.09 -2.19
N 3.08 1.19 -2.08
O 3.36 -0.91 -1.67
H 4.96 1.19 -3.21
H 5.30 -0.63 -3.14
H 2.15 1.19 -1.70
H 3.47 2.05 -2.45
N -3.62 -3.52 -0.38
C -2.50 -3.12 -0.94
N -2.48 -3.47 -2.18
O -1.67 -2.44 -0.34
H -4.30 -3.93 -1.00
H -3.70 -3.47 0.63
H -1.70 -3.19 -2.75
H -3.15 -4.14 -2.54
N -1.08 0.29 -0.47
C 0.24 0.38 -0.44
N 0.70 -0.88 -0.37
O 0.88 1.40 -0.37
H -1.49 -0.64 -0.50
H -1.56 1.15 -0.27
H 1.68 -1.03 -0.54
H 0.09 -1.66 -0.60
```

Values from the calculation:
- Spin multiplicity: 1
- SMILES: COC[C@H](C)N.COC[C@H](C)N.COC[C@H](C)N.COC[C@H](C)N.COC[C@H](C)N.COC[C@H](C)N.COC[C@H](C)N.COC[C@H](C)N.COC[C@H](C)N.NC(N)=O.NC(N)=O.NC(N)=O
- LUMO energy: 0.001 Ha

=====

(B)
This record from OMol25 describes a 12-piece molecular cluster, C39H111N15O12 overall. The level of theory is ωB97M-V with the def2-TZVPD basis set.

```
177
Properties=species:S:1:pos:R:3
C -19.75 -11.61 2.15
O -20.23 -12.23 0.99
C -19.27 -12.17 -0.04
C -19.81 -12.90 -1.27
C -19.02 -12.67 -2.58
N -21.18 -12.46 -1.69
H -20.51 -11.64 2.93
H -19.48 -10.56 1.98
H -18.84 -12.08 2.53
H -18.99 -11.15 -0.32
H -18.37 -12.68 0.31
H -19.92 -13.95 -0.98
H -18.09 -13.26 -2.59
H -18.74 -11.64 -2.78
H -19.60 -13.01 -3.43
H -21.71 -12.31 -0.83
H -21.06 -11.56 -2.14
C -13.06 -17.44 -2.51
O -14.31 -16.78 -2.70
C -14.22 -15.76 -3.68
C -15.68 -15.37 -3.98
C -16.51 -16.43 -4.69
N -15.80 -14.18 -4.88
H -12.31 -16.76 -2.10
H -12.79 -17.80 -3.50
H -13.12 -18.29 -1.84
H -13.62 -14.92 -3.31
H -13.76 -16.12 -4.61
H -16.10 -15.03 -3.02
H -17.43 -16.03 -5.10
H -16.64 -17.31 -4.06
H -15.95 -16.82 -5.54
H -15.04 -14.29 -5.55
H -15.51 -13.31 -4.44
C -14.25 -8.64 -8.73
O -14.86 -9.75 -9.33
C -15.39 -9.48 -10.63
C -15.92 -10.77 -11.19
C -16.42 -10.60 -12.64
N -17.04 -11.24 -10.32
H -13.53 -8.10 -9.36
H -13.78 -8.92 -7.79
H -14.98 -7.85 -8.52
H -16.14 -8.68 -10.60
H -14.59 -9.10 -11.27
H -15.19 -11.59 -11.17
H -16.60 -11.58 -13.08
H -15.78 -10.03 -13.32
H -17.37 -10.05 -12.64
H -16.67 -11.10 -9.38
H -17.01 -12.25 -10.42
C -26.42 -14.55 -7.26
O -25.06 -14.87 -7.26
C -24.31 -14.33 -6.20
C -22.82 -14.20 -6.46
C -22.13 -15.57 -6.65
N -22.07 -13.42 -5.42
H -26.91 -14.84 -6.33
H -26.90 -14.90 -8.17
H -26.55 -13.46 -7.24
H -24.74 -13.37 -5.88
H -24.36 -15.06 -5.37
H -22.64 -13.58 -7.35
H -21.05 -15.48 -6.81
H -22.62 -16.07 -7.48
H -22.22 -16.16 -5.73
H -22.69 -12.62 -5.24
H -22.13 -13.97 -4.54
C -15.47 -11.25 -5.94
O -14.46 -11.65 -5.02
C -14.49 -10.92 -3.80
C -13.40 -11.35 -2.86
C -13.38 -10.52 -1.59
N -12.08 -11.14 -3.47
H -15.36 -10.16 -6.07
H -16.45 -11.51 -5.55
H -15.29 -11.67 -6.92
H -14.34 -9.85 -3.99
H -15.50 -11.06 -3.39
H -13.47 -12.41 -2.62
H -12.53 -10.69 -0.94
H -14.28 -10.69 -0.99
H -13.44 -9.46 -1.83
H -12.02 -11.82 -4.23
H -12.06 -10.28 -4.03
C -23.87 -16.98 0.19
O -23.47 -16.77 -1.14
C -22.06 -16.67 -1.33
C -21.84 -16.18 -2.74
C -20.41 -16.20 -3.29
N -22.33 -14.83 -2.98
H -24.95 -17.03 0.30
H -23.44 -16.21 0.85
H -23.49 -17.93 0.58
H -21.62 -15.94 -0.63
H -21.60 -17.64 -1.12
H -22.31 -16.94 -3.38
H -19.92 -17.12 -2.94
H -19.63 -15.56 -2.86
H -20.34 -16.21 -4.37
H -21.83 -14.06 -2.52
H -23.26 -14.81 -2.56
C -19.80 -20.14 -7.58
O -20.40 -19.25 -8.50
C -19.67 -18.07 -8.69
C -20.27 -17.07 -9.63
C -20.31 -17.49 -11.09
N -19.53 -15.81 -9.59
H -18.73 -20.24 -7.81
H -20.30 -21.10 -7.70
H -19.95 -19.72 -6.58
H -19.67 -17.62 -7.68
H -18.64 -18.34 -8.96
H -21.31 -16.89 -9.32
H -19.33 -17.72 -11.52
H -20.67 -16.73 -11.78
H -20.96 -18.37 -11.12
H -19.87 -15.21 -10.33
H -19.79 -15.39 -8.69
C -24.61 -11.41 -3.78
O -23.63 -11.14 -4.76
C -23.50 -9.72 -5.05
C -22.36 -9.49 -6.07
C -22.73 -9.91 -7.47
N -21.12 -10.14 -5.61
H -24.86 -12.47 -3.78
H -25.51 -10.85 -4.00
H -24.35 -11.18 -2.74
H -24.44 -9.37 -5.49
H -23.30 -9.26 -4.08
H -22.25 -8.40 -6.03
H -21.82 -10.01 -8.08
H -23.45 -9.28 -7.98
H -23.08 -10.95 -7.44
H -21.43 -10.83 -4.93
H -20.73 -10.62 -6.41
C -13.91 -17.39 -10.95
O -15.29 -17.68 -11.07
C -16.14 -16.56 -11.23
C -16.08 -15.52 -10.13
C -16.26 -15.95 -8.68
N -16.92 -14.35 -10.45
H -13.59 -16.82 -11.84
H -13.40 -18.32 -11.19
H -13.58 -17.01 -9.99
H -15.86 -16.10 -12.19
H -17.13 -17.01 -11.32
H -15.09 -15.05 -10.09
H -15.36 -16.43 -8.27
H -17.08 -16.66 -8.52
H -16.51 -15.16 -7.97
H -17.05 -13.88 -9.56
H -17.87 -14.70 -10.60
N -18.97 -8.86 -10.38
C -19.61 -8.69 -9.19
N -19.31 -9.72 -8.33
O -20.41 -7.80 -8.93
H -18.20 -9.53 -10.42
H -19.09 -8.24 -11.16
H -19.39 -9.57 -7.34
H -18.71 -10.47 -8.63
N -20.96 -13.33 -12.15
C -20.73 -12.31 -11.29
N -20.01 -11.27 -11.78
O -21.21 -12.32 -10.15
H -21.63 -13.99 -11.80
H -20.57 -13.40 -13.07
H -19.83 -10.50 -11.15
H -19.63 -11.37 -12.70
N -20.03 -12.58 -7.37
C -18.77 -13.08 -7.21
N -18.66 -13.77 -6.03
O -17.86 -12.98 -8.03
H -20.71 -12.96 -6.73
H -20.19 -12.42 -8.36
H -17.73 -14.08 -5.81
H -19.50 -14.03 -5.54
```

Values from the calculation:
- Spin multiplicity: 1
- SMILES: COC[C@H](C)N.COC[C@H](C)N.COC[C@H](C)N.COC[C@H](C)N.COC[C@H](C)N.COC[C@H](C)N.COC[C@H](C)N.COC[C@H](C)N.COC[C@H](C)N.NC(N)=O.NC(N)=O.NC(N)=O
- LUMO energy: 0.017 Ha

=====

Pick (B): it beats the second-best structure by 0.1537 hartree.